Entry from the Open Molecules 2025 dataset: the molecule C4H3F3 in a non-equilibrium geometry (ωB97M-V/def2-TZVPD).

E_LUMO: -0.289 eV
HOMO: -9.46 eV
relative energy (zero: lowest compared OMol25 entry of this formula, charge and spin): 302.54 kJ/mol

Element x y z (Å)
1 C -0.83 0.28 0.14
2 C 0.49 -0.52 0.04
3 C -2.07 -0.52 -0.37
4 C 1.69 0.02 -0.20
5 F -3.17 0.15 -0.05
6 F 2.73 -0.82 -0.05
7 F 2.05 1.11 -0.79
8 H -0.86 0.74 1.25
9 H -0.66 1.07 -0.55
10 H 0.63 -1.51 0.57

=====

Entry from the Open Molecules 2025 dataset: the molecule C4H3F3 in a non-equilibrium geometry (ωB97M-V/def2-TZVPD).

E_LUMO (spin up / spin down): 0.832 / -2.156 eV
HOMO (spin up / spin down): -6.03 / -10.14 eV
spin multiplicity: 3
relative energy (zero: lowest compared OMol25 entry of this formula, charge and spin): 85.35 kJ/mol

Element x y z (Å)
1 C 0.04 0.12 0.89
2 C -0.06 -0.08 -0.76
3 C 0.55 -0.48 2.07
4 C -0.47 0.53 -2.01
5 F 0.32 -1.36 -1.03
6 F -0.43 -0.15 -3.13
7 F -0.87 1.78 -2.15
8 H -0.55 1.01 1.09
9 H 0.31 0.00 2.99
10 H 1.17 -1.36 2.05

=====

Entry from the Open Molecules 2025 dataset: the molecule C4H3F3S in a non-equilibrium geometry (ωB97M-V/def2-TZVPD).

E_LUMO: 0.778 eV
HOMO: -8.84 eV
SMILES: F/C=C\SC=C(F)F
relative energy (zero: lowest compared OMol25 entry of this formula, charge and spin): 40.95 kJ/mol

Element x y z (Å)
1 F 1.50 1.16 -1.18
2 C 0.89 1.94 -0.27
3 C -0.34 1.64 0.18
4 S -1.36 0.33 -0.45
5 C -0.30 -1.06 -0.38
6 C -0.60 -2.15 0.31
7 F 0.23 -3.21 0.35
8 F -1.57 -2.40 1.12
9 H 1.67 2.62 0.26
10 H -0.87 2.24 0.92
11 H 0.75 -1.10 -0.84

=====

Entry from the Open Molecules 2025 dataset: the molecule C4H3FN2S in a non-equilibrium geometry (ωB97M-V/def2-TZVPD).

E_LUMO: -1.067 eV
HOMO: -9.86 eV
SMILES: FC1=NN=C/C1=C\S
relative energy (zero: lowest compared OMol25 entry of this formula, charge and spin): 200.89 kJ/mol

Element x y z (Å)
1 F 1.65 2.04 -0.05
2 C 1.36 0.75 0.01
3 N 2.33 -0.10 -0.04
4 N 1.71 -1.38 -0.01
5 C 0.40 -1.25 -0.03
6 C 0.02 0.15 -0.02
7 C -1.12 0.83 0.02
8 S -2.73 0.24 -0.04
9 H -0.22 -2.14 0.01
10 H -1.05 1.89 0.15
11 H -2.35 -1.04 0.00

=====

Entry from the Open Molecules 2025 dataset: the molecule C4H3FN2S in a non-equilibrium geometry (ωB97M-V/def2-TZVPD).

E_LUMO: -1.873 eV
HOMO: -9.37 eV
SMILES: FC1=NN=C/C1=C\S
relative energy (zero: lowest compared OMol25 entry of this formula, charge and spin): 407.85 kJ/mol

Element x y z (Å)
1 F -1.90 -1.89 0.09
2 C -1.38 -0.64 -0.02
3 N -2.19 0.38 0.33
4 N -1.54 1.56 0.03
5 C -0.24 1.16 -0.23
6 C -0.02 -0.27 -0.18
7 C 1.08 -1.07 -0.08
8 S 2.70 -0.17 0.15
9 H 0.46 2.05 -0.33
10 H 1.05 -2.24 -0.43
11 H 1.97 1.13 0.68

=====

Entry from the Open Molecules 2025 dataset: the molecule C4H3FO in a non-equilibrium geometry (ωB97M-V/def2-TZVPD).

E_LUMO: 0.290 eV
HOMO: -10.32 eV
SMILES: C#C[C@H](F)C=O
relative energy (zero: lowest compared OMol25 entry of this formula, charge and spin): 205.91 kJ/mol

Element x y z (Å)
1 C 1.60 -0.15 -1.49
2 C 0.85 0.00 -0.55
3 C 0.08 0.07 0.73
4 F 0.59 -0.80 1.60
5 C -1.45 -0.11 0.44
6 O -2.27 -0.29 1.31
7 H 2.11 -0.02 -2.35
8 H 0.17 1.09 0.98
9 H -1.68 0.20 -0.67